# C18H30AuNO4P2

A molecular structure, C18H30AuNO4P2 in a non-equilibrium geometry (the ωB97M-V functional and the def2-TZVPD basis, the OMol25 dataset).

The geometry in XYZ format:
```
56
C18H30AuNO4P2 | the OMol25 dataset | the ωB97M-V functional and the def2-TZVPD basis
C 2.315 -2.116 -2.874
C 1.781 -1.022 -2.191
N 1.329 -1.167 -0.931
C 1.169 -2.376 -0.348
C 1.826 -3.451 -0.939
C 2.377 -3.343 -2.215
C 1.727 0.331 -2.874
P 0.936 1.653 -1.876
Au 1.045 0.687 0.217
P -1.044 -2.336 1.856
C 0.612 -2.581 1.066
C -0.297 1.904 1.157
C 0.235 2.994 1.829
C -0.629 3.824 2.549
C -1.991 3.523 2.617
C -2.508 2.422 1.925
C -1.653 1.597 1.177
O -2.864 -2.114 -5.570
O -3.412 -2.325 -0.682
H 2.697 -2.004 -3.893
H 1.944 -4.346 -0.340
H 2.846 -4.216 -2.670
C 1.951 3.154 -1.979
C -0.646 1.975 -2.694
H 0.789 -3.644 1.291
H 1.298 -2.035 1.727
H 1.192 0.222 -3.798
H 2.753 0.672 -3.090
C -0.734 -1.127 3.163
C -1.469 -3.866 2.751
H 1.305 3.180 1.778
H -0.211 4.686 3.070
H -2.658 4.174 3.189
H -3.573 2.191 1.980
H -2.019 0.731 0.618
H -2.290 -2.119 1.191
H -2.637 -2.470 -1.271
H -2.008 -2.547 -5.686
H -2.848 -1.367 -6.197
H -4.169 -2.674 -1.208
H 2.219 3.387 -3.023
H 1.344 3.972 -1.560
H 2.850 3.003 -1.362
H -0.503 2.655 -3.549
H -1.077 1.025 -3.043
H -1.322 2.442 -1.967
H -0.577 -4.224 3.274
H -2.275 -3.667 3.472
H -1.796 -4.634 2.037
H -0.895 -1.565 4.164
H 0.306 -0.784 3.100
H -1.390 -0.264 2.995
O 2.426 -0.109 2.127
C 3.371 0.709 1.855
O 3.291 1.692 1.057
H 4.359 0.517 2.358
```

maximum force = 2.63 eV/A
2S+1 = 3
net charge = 0
energy relative to the best compared isomer or geometry (same formula, charge and spin) = 152.39 kJ/mol
Kohn-Sham gap (alpha / beta) = 0.1534 / 0.2797 Ha

These are the Mulliken partial charges, in e, on atoms 1 to 2: number 1, C, carries -0.6585; number 2, C, carries 0.4951